C9H14 | the ωB97M-V functional and the def2-TZVPD basis

XYZ file:
```
23
Properties=species:S:1:pos:R:3:forces:R:3
C 3.57601 0.60092 1.03943 0.5 -1.3 0.8
C 2.87480 1.71392 0.27656 1.6 -0.3 0.3
H 4.01658 0.92453 1.98551 -0.1 0.1 0.0
H 2.98699 -0.29487 1.28548 -0.6 0.6 0.1
H 4.38260 0.06341 0.52396 0.2 0.8 -0.5
H 2.67969 1.31319 -0.71073 -1.0 0.4 -0.1
H 3.59827 2.52113 0.14137 0.1 0.0 -0.2
H 2.09156 2.17557 0.86712 -0.6 -0.4 -0.4
C -3.65624 -0.01740 0.57903 0.0 1.1 1.1
C 0.04195 -0.72799 0.08582 -0.4 0.4 -1.6
C -0.00423 -1.24831 -1.20311 0.1 0.0 -0.3
C -1.14807 -0.22595 0.60499 0.8 -0.7 0.7
C -2.34195 -0.33760 -0.08485 -1.1 -0.2 0.1
C -1.19249 -1.31923 -1.93520 0.6 -0.1 0.5
C -2.38245 -0.87692 -1.37565 1.2 0.3 -0.4
H 1.02301 -0.58867 0.50995 -0.2 -0.1 0.6
H 0.90935 -1.54469 -1.70767 0.0 -0.1 0.2
H -1.09830 0.12548 1.62838 -0.4 0.3 0.0
H -1.11035 -1.73737 -2.92976 -0.4 0.1 -0.1
H -4.29252 0.63181 -0.02622 -0.3 -0.7 -0.4
H -3.58755 0.59569 1.49106 0.7 -0.1 -0.1
H -3.23456 -0.83736 -2.03638 -0.5 -0.1 0.4
H -4.13210 -0.90928 0.99090 -0.3 -0.1 -0.7
```
Forces are in eV/Å.

Results
2S+1   1
Kohn-Sham gap   0.368 Ha
HOMO energy   -9.00 eV
LUMO   1.017 eV



C15H17HgNS2 | the ωB97M-V functional and the def2-TZVPD basis

XYZ file:
```
36
Properties=species:S:1:pos:R:3:forces:R:3
C 0.76262 -0.97334 -2.71388 3.0 -4.5 3.1
C 0.04340 2.16349 -2.71340 0.4 1.0 -1.4
C -0.52500 -1.23164 -2.72845 -2.5 -0.9 1.4
H 1.53508 -1.86146 -2.72361 -1.9 1.1 -0.6
C -0.73118 1.97511 -1.65357 -0.2 1.7 0.2
H 0.02705 3.12812 -3.26373 0.0 -0.4 0.8
H -0.92112 -2.28581 -2.62121 1.0 1.0 -1.2
H -1.28929 2.84880 -1.24439 0.5 -0.6 -0.6
C -1.64798 -0.30448 -2.19961 0.5 -0.3 1.4
H -2.28509 -1.05116 -1.66069 0.1 0.8 -0.5
H -2.30239 0.27517 -2.90908 0.9 -0.7 0.4
C 1.50172 0.21377 -2.24815 0.6 1.0 -1.9
H 2.57860 0.07045 -2.38613 -0.1 -0.2 -0.1
H 1.43295 0.65939 -1.24432 -0.7 -0.5 -0.4
C 0.95980 1.14034 -3.35147 -0.1 1.3 -0.2
H 0.39181 0.48684 -4.06661 0.6 1.2 0.3
H 1.78861 1.61196 -3.90960 -0.5 0.1 0.2
C -1.12001 0.68752 -1.05493 -1.5 -1.5 0.0
H -2.02292 0.88756 -0.45854 0.2 0.0 0.0
H -0.45018 0.17448 -0.32219 -0.2 0.4 -0.8
Hg 2.33474 -1.50724 1.07435 -2.0 -1.3 0.1
H 1.78266 -1.91075 -0.48309 0.7 0.5 0.5
S 0.60114 -3.19186 2.97386 1.1 -0.8 -1.3
C 0.14888 -1.63603 3.36409 0.7 3.4 0.3
N -0.03760 -0.56307 2.56548 -0.3 -1.9 -0.1
C -0.35174 0.59028 3.24895 0.1 0.1 1.5
C -0.84384 1.83164 2.75851 0.4 -1.0 0.1
C -1.06713 2.85269 3.67262 0.0 0.5 0.2
C -0.75492 2.70931 5.03738 0.1 -0.2 0.3
C -0.28344 1.49274 5.53218 -0.2 0.4 0.0
C -0.15071 0.43888 4.65830 0.0 0.3 -0.6
S 0.31060 -1.17929 5.09334 -0.7 0.2 -1.1
H -1.04576 1.93758 1.68814 0.1 0.0 0.4
H -1.48772 3.81568 3.34324 0.3 -0.6 0.0
H -0.88170 3.53658 5.74283 0.0 -0.2 -0.4
H -0.00874 1.29775 6.56598 -0.3 0.5 0.0
```
Forces are in eV/Å.

Results
2S+1   1
Kohn-Sham gap (alpha / beta)   0.183 / 0.183 Ha
HOMO energy (alpha / beta)   -7.53 / -7.53 eV
LUMO (alpha / beta)   -2.563 / -2.564 eV



C11H14BN7SeV | the ωB97M-V functional and the def2-TZVPD basis

XYZ file:
```
35
Properties=species:S:1:pos:R:3:forces:R:3
C -0.36502 3.03794 -0.62212 0.2 -0.3 -1.2
N -0.22722 1.77571 -1.11020 0.7 0.5 -0.8
N 0.05192 1.90452 -2.46497 -0.3 -0.2 0.6
C -0.03072 3.18727 -2.81841 0.3 -0.2 0.4
C -0.26812 3.94567 -1.68488 -0.1 -0.3 0.5
B 0.35576 0.67420 -3.35213 -0.4 0.1 -0.1
N 1.45255 -0.22655 -2.72682 0.4 -0.5 0.8
N 1.42295 -0.59010 -1.35578 1.8 -0.3 -2.0
C 2.51988 -1.40505 -1.16294 -0.1 0.1 -1.8
C 3.15557 -1.62513 -2.39332 -0.6 0.2 1.0
C 2.42642 -0.89285 -3.34102 -0.2 0.4 0.4
V -0.23743 -0.18522 -0.60805 -0.3 1.3 2.4
N -0.92381 -0.17523 -3.31320 -0.9 -0.4 0.5
N -1.42398 -0.62838 -2.07898 -0.3 -0.2 -2.3
C -2.59268 -1.28545 -2.37779 0.6 0.4 -1.2
C -2.81564 -1.23315 -3.76149 0.2 0.0 0.9
C -1.74102 -0.52467 -4.30383 0.1 -0.1 1.0
H -3.19793 -1.75366 -1.61800 0.0 0.0 0.1
H -1.49219 -0.25120 -5.31996 -0.1 -0.1 0.1
H -3.63345 -1.64978 -4.31112 -0.2 -0.1 0.0
H 0.63710 0.97260 -4.48444 0.0 -0.1 0.4
H 2.53147 -0.82776 -4.42914 0.1 0.1 0.6
H 0.10233 3.44730 -3.85474 0.1 0.2 0.0
H 4.01994 -2.23242 -2.59034 0.1 0.0 0.1
H -0.33374 5.01272 -1.63895 -0.1 0.2 0.1
H 2.78200 -1.79441 -0.19648 -0.1 0.0 0.2
H -0.49041 3.22804 0.43045 -0.2 -0.1 0.0
H -1.06798 -2.12080 -0.20891 0.1 -0.3 0.2
C -0.44920 -2.20958 0.70388 -0.6 0.4 0.2
H 0.41055 -2.82568 0.53061 0.3 -0.4 -0.2
H -0.14097 -1.25299 1.16198 0.0 -0.6 -0.1
H -1.10085 -2.63369 1.46699 0.0 -0.1 -0.1
Se -0.07179 0.28658 4.70258 0.0 0.0 0.5
C 0.27274 0.37003 2.96493 0.7 0.7 -4.8
N 0.46298 0.48107 1.77700 -0.9 -0.3 3.7
```
Forces are in eV/Å.

Results
2S+1   4
Net charge   +2
Kohn-Sham gap (alpha / beta)   0.259 / 0.226 Ha
HOMO energy (alpha / beta)   -15.69 / -15.68 eV
LUMO (alpha / beta)   -8.644 / -9.526 eV



C4H4O2 | the ωB97M-V functional and the def2-TZVPD basis

XYZ file:
```
10
Properties=species:S:1:pos:R:3:forces:R:3
C 0.88450 0.88712 -1.11531 0.4 -2.1 -0.2
C -0.12340 1.36845 -0.30723 -1.1 0.3 2.1
C 0.53698 0.10343 0.41534 0.1 0.1 -2.6
C -0.28615 -1.15516 0.59769 -0.7 0.1 0.9
O 1.26063 0.68091 -2.22979 -0.2 0.3 1.4
O 0.39574 1.26576 1.07552 -0.7 0.7 -0.2
H -1.21043 1.38624 -0.37898 0.5 0.5 -0.3
H -0.51905 -1.49407 -0.41245 0.0 -0.3 0.2
H -1.25826 -1.16372 1.22803 1.4 0.9 -1.1
H 0.31944 -1.87894 1.12717 0.3 -0.4 -0.2
```
Forces are in eV/Å.

Results
2S+1   1
Kohn-Sham gap   0.342 Ha
HOMO energy   -8.90 eV
LUMO   0.417 eV



C11H22Cl16O | the ωB97M-V functional and the def2-TZVPD basis

XYZ file:
```
50
Properties=species:S:1:pos:R:3:forces:R:3
C 0.38536 -1.13628 -5.02648 0.2 0.2 0.1
Cl 1.13731 -0.90257 -6.60941 -0.1 0.0 -0.1
Cl -1.04878 -2.16186 -5.08618 0.0 -0.1 0.0
H 1.14392 -1.59941 -4.39545 -0.3 0.1 0.0
H 0.06255 -0.16359 -4.65530 0.2 -0.2 0.0
C 1.80715 2.54487 -2.58909 -0.1 0.1 0.0
Cl 1.75809 4.21349 -3.15927 -0.2 0.5 0.2
Cl 3.05287 1.69056 -3.46854 0.3 -0.6 -0.2
H 2.07918 2.52699 -1.53373 -0.3 0.0 -0.2
H 0.83496 2.10041 -2.80215 0.3 0.1 0.3
C -3.63011 -2.06593 3.71930 -1.0 -0.5 -0.5
Cl -2.99272 -3.10316 4.95135 0.5 -0.1 0.8
Cl -2.52195 -1.99205 2.30769 -0.5 0.4 0.4
H -4.55023 -2.57255 3.42808 0.2 0.2 -0.5
H -3.93337 -1.09387 4.10819 0.7 0.1 -0.2
C -0.92462 -4.32326 -0.25986 -0.4 -0.2 -0.3
Cl -2.34801 -5.37957 -0.10075 0.0 0.1 0.0
Cl -0.50694 -4.04599 -1.96190 0.1 -0.1 0.1
H -1.21698 -3.35086 0.13644 0.3 -0.3 0.2
H -0.11176 -4.85039 0.23965 0.0 0.5 -0.1
C 3.57368 -2.23566 0.44518 0.8 0.6 0.5
Cl 5.36617 -2.06026 0.45076 -0.3 -0.1 -0.2
Cl 2.85986 -1.94795 -1.14655 0.2 -0.4 0.4
H 3.38402 -3.22094 0.87105 -0.3 0.2 -0.5
H 3.25812 -1.43373 1.11259 -0.3 -0.3 -0.2
C -4.33724 -0.70069 -0.94969 -0.2 -0.1 0.9
Cl -3.24250 -1.90806 -1.66310 -0.4 0.4 0.1
Cl -3.78534 0.98769 -1.19716 -0.3 -0.7 -0.1
H -5.37223 -0.85467 -1.25495 0.3 0.3 -0.8
H -4.38289 -0.87828 0.12478 0.5 0.1 -0.1
C -0.37838 -0.12586 0.00295 -1.0 -1.0 0.4
Cl 0.01246 -0.29313 -1.68542 0.2 0.4 -0.5
Cl 0.95491 0.32935 1.06442 0.0 0.1 -0.3
H -1.24430 0.52585 0.11938 0.5 0.3 0.0
H -0.70380 -1.12188 0.30321 0.2 0.1 0.2
C -1.58354 4.13139 -1.53479 -0.5 0.1 -0.4
Cl -0.98576 3.27800 -0.11997 0.1 0.0 0.2
Cl -1.64167 3.03178 -2.96714 0.0 0.8 0.5
H -2.59810 4.48321 -1.34770 0.0 -0.4 0.0
H -0.98007 5.02555 -1.69104 0.3 -0.5 -0.4
C 1.03138 2.20310 3.81443 1.7 0.1 -1.1
C 2.53924 1.89414 3.88293 0.1 -1.4 2.5
O 2.97866 1.43406 4.93812 -0.3 0.7 -1.4
C 3.48323 2.05991 2.71656 -0.7 0.3 -0.7
H 0.90473 2.30827 2.73693 -1.1 0.2 0.2
H 0.83976 3.14119 4.33536 -0.1 -0.1 0.0
H 0.48099 1.37333 4.25788 0.0 0.2 -0.1
H 3.63285 1.15349 2.12995 0.3 -0.6 0.7
H 4.42595 2.44960 3.10064 -0.1 -0.1 -0.3
H 3.03386 2.63602 1.90769 0.2 0.9 0.3
```
Forces are in eV/Å.

Results
2S+1   1
Kohn-Sham gap   0.354 Ha
HOMO energy   -9.60 eV
LUMO   0.039 eV



C3HN3O | the ωB97M-V functional and the def2-TZVPD basis

XYZ file:
```
8
Properties=species:S:1:pos:R:3:forces:R:3
C -0.48730 -1.05702 -0.48202 -0.1 -2.1 -0.8
C -0.63228 1.24788 -0.23722 -0.1 0.5 -1.2
C -0.48247 0.21587 -1.23970 0.8 -0.9 -0.1
N -0.50272 -2.14481 -0.08075 -0.1 1.4 -0.2
N -0.74272 1.97719 0.62838 -0.1 0.9 1.0
N 1.61766 -0.37816 1.38394 -0.1 0.5 1.8
O -0.27924 0.30857 -2.42174 -0.5 0.1 1.2
H 1.50907 -0.16951 2.44910 0.2 -0.4 -1.7
```
Forces are in eV/Å.

Results
2S+1   1
Kohn-Sham gap (alpha / beta)   0.352 / 0.353 Ha
HOMO energy (alpha / beta)   -11.62 / -11.66 eV
LUMO (alpha / beta)   -2.060 / -2.058 eV



C7H8N4O2 | the ωB97M-V functional and the def2-TZVPD basis

XYZ file:
```
21
Properties=species:S:1:pos:R:3:forces:R:3
C 0.64058 -1.66604 -0.47974 -1.8 1.9 0.0
C 1.38395 1.14436 -0.57567 2.3 -0.6 -0.4
C -2.31102 2.04682 -0.05976 0.0 0.0 -0.6
C -2.10575 0.75954 -0.27178 1.8 3.8 0.7
C 1.92020 0.36453 0.35929 2.2 0.5 0.1
C -0.51221 -0.96891 -0.11219 -1.6 -0.7 1.7
C -1.53619 -1.97286 0.45837 -1.7 2.4 -0.3
N 1.42099 -2.35279 -0.91436 2.4 -2.1 -1.0
N 0.10339 1.19690 -0.84543 -2.2 1.6 -1.4
N -0.75358 0.31885 -0.36074 0.8 -2.1 0.1
N 3.34152 0.41125 0.50623 1.4 -0.2 1.0
O 3.83315 -0.08812 1.53231 -0.8 0.3 -1.0
O 4.02940 0.91856 -0.37016 -0.2 0.0 0.1
H 2.19537 1.69588 -1.16102 -1.9 -0.3 0.6
H -3.22456 2.62299 -0.15745 -0.1 -0.6 0.4
H -1.41023 2.56872 0.05382 0.9 1.3 0.1
H -2.88075 0.14909 -0.27047 -2.8 -3.4 -0.5
H 1.50828 -0.35764 0.97621 -0.6 -0.6 1.2
H -1.25996 -2.73302 1.12267 1.6 -0.7 1.1
H -1.93311 -2.49976 -0.35672 -0.5 -0.9 -1.5
H -2.44945 -1.55835 0.92659 0.7 0.4 -0.1
```
Forces are in eV/Å.

Results
2S+1   1
Kohn-Sham gap (alpha / beta)   0.256 / 0.256 Ha
HOMO energy (alpha / beta)   -8.65 / -8.65 eV
LUMO (alpha / beta)   -1.680 / -1.682 eV



> Which of these has the highest 2S+1?

C11H14BN7SeV



What did the fourth record say?
C4H4O2 | the ωB97M-V functional and the def2-TZVPD basis

XYZ file:
```
10
Properties=species:S:1:pos:R:3:forces:R:3
C 0.88450 0.88712 -1.11531 0.4 -2.1 -0.2
C -0.12340 1.36845 -0.30723 -1.1 0.3 2.1
C 0.53698 0.10343 0.41534 0.1 0.1 -2.6
C -0.28615 -1.15516 0.59769 -0.7 0.1 0.9
O 1.26063 0.68091 -2.22979 -0.2 0.3 1.4
O 0.39574 1.26576 1.07552 -0.7 0.7 -0.2
H -1.21043 1.38624 -0.37898 0.5 0.5 -0.3
H -0.51905 -1.49407 -0.41245 0.0 -0.3 0.2
H -1.25826 -1.16372 1.22803 1.4 0.9 -1.1
H 0.31944 -1.87894 1.12717 0.3 -0.4 -0.2
```
Forces are in eV/Å.

Results
2S+1   1
Kohn-Sham gap   0.342 Ha
HOMO energy   -8.90 eV
LUMO   0.417 eV